Density functional theory data (ωB97M-V/def2-TZVPD) for a 5-piece molecular cluster, C34H36ClF5O3 overall.

Structure (XYZ):
```
79
Properties=species:S:1:pos:R:3:mulliken_charge:R:1
C -0.205 2.611 0.996 -1.1234
C 1.297 2.939 0.457 0.2130
C 2.218 2.994 1.807 -0.3556
Cl 2.483 4.817 2.110 -0.1987
C 3.643 2.279 1.640 -0.1927
C 4.436 2.837 2.952 0.2051
O 5.320 3.698 3.003 -0.5692
O 3.810 2.075 3.997 -0.3808
C 3.378 0.745 3.549 -0.5159
C 3.815 0.726 1.977 0.2379
O 5.275 0.574 1.991 -0.6416
C 3.027 -0.372 1.134 0.0943
C 3.139 -0.193 -0.458 -1.0458
C 1.802 -0.561 -1.253 0.6295
F 0.922 -1.462 -0.541 -0.3198
H -0.991 2.854 0.212 0.3315
H -0.235 1.523 1.363 0.2052
H -0.377 3.261 1.922 0.3606
H 1.258 3.961 -0.066 0.4639
H 1.685 2.116 -0.245 -0.3949
H 1.612 2.637 2.706 0.4522
H 4.308 2.680 0.793 0.6246
H 3.790 -0.106 4.183 0.3816
H 2.229 0.709 3.443 0.3434
H 5.515 -0.074 2.695 0.4813
H 1.939 -0.475 1.503 0.4245
H 3.512 -1.386 1.389 -0.3194
H 3.959 -0.905 -0.846 0.5190
H 3.490 0.858 -0.767 0.3159
H 1.206 0.360 -1.550 -0.6232
H 2.114 -1.112 -2.217 0.3882
F -3.031 -0.651 -0.813 -0.1591
C -3.067 -1.977 -1.028 0.0827
C -4.279 -2.645 -0.959 -0.3051
C -4.316 -4.017 -1.187 -0.4934
C -3.139 -4.706 -1.470 -0.4590
C -1.927 -4.025 -1.532 -0.5806
C -1.891 -2.651 -1.315 -0.2100
H -5.184 -2.094 -0.729 0.4803
H -5.261 -4.549 -1.143 0.3761
H -3.169 -5.777 -1.644 0.3626
H -1.011 -4.563 -1.748 0.3911
H -0.958 -2.103 -1.367 0.4726
F 0.307 2.726 -2.244 -0.1328
C 0.444 2.484 -3.561 0.2080
C 0.695 3.542 -4.421 -0.4364
C 0.842 3.296 -5.782 -0.4473
C 0.725 1.997 -6.269 -0.4378
C 0.467 0.943 -5.398 -0.7029
C 0.331 1.186 -4.035 -0.0212
H 0.774 4.548 -4.024 0.4209
H 1.046 4.116 -6.462 0.3697
H 0.835 1.807 -7.332 0.3709
H 0.372 -0.068 -5.779 0.3741
H 0.139 0.377 -3.342 0.4814
F 2.465 -1.811 3.616 0.0518
C 2.389 -3.150 3.739 0.4670
C 1.736 -3.695 4.832 -0.5291
C 1.651 -5.077 4.959 -0.4988
C 2.231 -5.899 3.995 -0.4662
C 2.889 -5.341 2.904 -0.6804
C 2.964 -3.958 2.771 -0.1872
H 1.298 -3.039 5.576 0.3990
H 1.136 -5.514 5.807 0.3620
H 2.169 -6.977 4.097 0.3690
H 3.344 -5.982 2.157 0.3675
H 3.465 -3.507 1.923 0.3459
F -8.389 0.854 -2.146 -0.3119
C -7.401 1.514 -1.520 0.2967
C -6.098 1.055 -1.634 -0.4530
C -5.074 1.741 -0.990 -0.2758
C -5.366 2.872 -0.231 -0.5239
C -6.679 3.321 -0.120 -0.3618
C -7.702 2.641 -0.773 -0.4253
H -5.891 0.168 -2.222 0.4792
H -4.051 1.396 -1.078 0.4253
H -4.567 3.404 0.275 0.3858
H -6.906 4.199 0.474 0.3612
H -8.729 2.981 -0.705 0.4077
```

## Properties
SMILES ... CC[C@H](Cl)[C@H]1C(=O)OC[C@@]1(O)CCCF.Fc1ccccc1.Fc1ccccc1.Fc1ccccc1.Fc1ccccc1
Multiplicity ... 1
Total energy ... -68091.3863 eV
Gap between HOMO and LUMO ... 9.625 eV

Density functional theory data (ωB97M-V/def2-TZVPD) for C20H57N4O10Zn as an isolated structure.

Structure (XYZ):
```
92
Properties=species:S:1:pos:R:3:mulliken_charge:R:1
Zn 0.968 0.075 2.455 0.2861
O 0.953 1.283 -1.271 -0.1267
C 1.168 0.960 -0.013 0.3590
O 1.139 1.818 0.848 -0.6498
O 1.158 -0.157 0.405 -0.4041
H 0.598 2.174 -1.227 0.1231
C -1.977 -0.969 4.463 -1.4188
C -2.303 -0.257 3.095 0.2935
C -2.491 1.289 3.281 -0.8660
O -1.737 1.815 4.374 -0.5487
C -2.337 2.942 4.942 -0.9663
N -1.157 -0.368 2.292 -0.1405
H -1.733 -2.031 4.449 0.4476
H -2.941 -1.008 4.971 0.4249
H -1.121 -0.619 5.040 0.1967
H -3.098 -0.769 2.552 0.6290
H -3.570 1.406 3.380 0.6202
H -2.113 1.866 2.437 0.2524
H -3.382 2.861 5.238 0.3826
H -2.135 3.898 4.460 0.2934
H -1.775 3.017 5.873 0.3179
H -1.338 -1.282 1.901 0.2089
H -1.438 0.160 1.478 0.1354
C 1.263 -6.061 0.430 -1.3038
C 1.544 -4.690 -0.191 0.4597
C 1.206 -4.649 -1.669 -0.6601
O 1.945 -5.745 -2.260 -0.3844
C 1.271 -6.690 -3.009 -0.7274
N 0.972 -3.514 0.569 -0.5036
H 2.029 -6.792 0.170 0.3412
H 0.340 -6.471 0.021 0.2419
H 1.200 -6.017 1.517 0.3703
H 2.627 -4.786 -0.257 0.0971
H 1.445 -3.665 -2.074 0.3289
H 0.145 -4.863 -1.794 0.4002
H 0.970 -6.173 -3.920 0.3277
H 0.421 -7.150 -2.504 0.3094
H 1.950 -7.487 -3.314 0.2428
H 1.359 -2.648 0.222 0.0663
H 1.451 -3.494 1.458 0.2938
C 2.207 2.639 5.586 -1.4998
C 2.094 1.856 4.249 0.6176
C 3.375 1.108 3.813 -0.9146
O 3.057 0.396 2.660 0.0670
C 4.048 -0.484 2.175 -0.7194
N 0.922 1.025 4.332 -0.2153
H 2.515 1.975 6.394 0.3924
H 1.255 3.104 5.843 0.3664
H 2.808 3.546 5.522 0.4075
H 2.140 2.515 3.382 0.2967
H 3.779 0.570 4.670 0.4582
H 4.130 1.856 3.574 0.3976
H 4.196 -1.243 2.943 0.3351
H 4.990 0.005 1.928 0.2514
H 3.527 -0.913 1.318 0.1917
H 0.061 1.533 4.478 0.3429
H 0.937 0.543 5.219 0.3801
C -1.763 0.663 -6.022 -1.0973
C -2.698 -0.293 -5.341 0.5720
C -3.044 0.016 -3.880 -0.9149
O -2.020 0.030 -2.922 -0.3098
C -1.183 -1.092 -2.668 -0.7764
N -3.920 -0.260 -5.995 -0.7389
H -1.680 0.413 -7.080 0.4562
H -0.763 0.653 -5.588 0.0752
H -2.285 1.620 -5.980 0.2545
H -2.366 -1.329 -5.418 0.3551
H -3.899 -0.517 -3.464 0.3024
H -3.404 1.045 -3.875 0.2662
H -1.850 -1.895 -2.356 0.3667
H -0.359 -0.892 -1.984 0.0619
H -0.775 -1.309 -3.655 0.4058
H -4.253 0.675 -6.181 0.2795
H -3.688 -0.626 -6.907 0.2906
C -1.488 3.690 -3.364 -0.5672
O -1.403 2.597 -2.393 -0.4202
H -2.181 4.507 -3.165 0.3008
H -0.487 4.116 -3.440 0.2683
H -1.762 3.253 -4.324 0.0789
H -1.472 1.676 -2.655 0.5227
C 2.106 1.595 -3.813 -0.3064
O 3.024 1.485 -4.855 -0.5083
H 1.559 0.653 -3.791 0.0700
H 2.569 1.654 -2.828 0.2457
H 1.438 2.452 -3.885 0.1215
H 3.809 1.722 -4.356 0.3683
C -0.824 4.521 0.725 -0.4683
O 0.225 4.579 1.492 -0.5290
H -0.955 3.479 0.435 0.1312
H -1.527 4.944 1.442 0.2428
H -0.842 5.204 -0.125 0.2406
H 0.649 3.737 1.312 0.4547
```

## Properties
Multiplicity ... 1
Total energy ... -96507.2908 eV
Total charge ... +1
Gap between HOMO and LUMO ... 8.160 eV
ΔE to the lowest compared entry with this formula, charge and spin ... 576.0 kJ/mol

Density functional theory data (ωB97M-V/def2-TZVPD) for C13H18F4N2Sn as an isolated structure.

Structure (XYZ):
```
38
Properties=species:S:1:pos:R:3:nbo_charge:R:1
Sn 0.274 -1.184 1.004 1.6366
C -0.716 -0.887 -1.973 -0.6362
C -1.911 -0.251 -1.273 -0.2496
N -1.856 -0.444 0.204 -0.4980
C -2.876 -1.420 0.682 -0.2394
C -2.658 -2.822 0.145 -0.6214
C -1.932 0.786 1.018 -0.2509
C -0.863 1.808 0.665 -0.2824
N 0.374 1.099 0.388 -0.5132
C 1.535 1.685 0.132 0.0514
C 2.656 0.837 -0.123 0.2949
F 2.462 -0.506 0.053 -0.3189
C 3.872 1.295 -0.509 0.3723
F 4.859 0.453 -0.729 -0.2511
C 4.070 2.676 -0.673 -0.2027
C 3.019 3.543 -0.433 0.3361
F 3.186 4.839 -0.581 -0.2485
C 1.784 3.082 -0.018 0.4136
F 0.811 3.939 0.207 -0.2628
H -0.773 -0.745 -3.052 0.2821
H -0.684 -1.967 -1.792 0.2224
H 0.221 -0.427 -1.641 0.1974
H -2.828 -0.701 -1.653 0.2402
H -1.958 0.811 -1.504 0.2270
H -3.868 -1.060 0.398 0.2351
H -2.844 -1.433 1.774 0.2207
H -2.767 -2.881 -0.938 0.2322
H -3.393 -3.496 0.583 0.2734
H -1.664 -3.207 0.410 0.1838
H -1.787 0.481 2.058 0.2242
H -2.921 1.245 0.953 0.2552
H -0.778 2.510 1.497 0.2607
H -1.136 2.422 -0.196 0.2481
H 5.037 3.058 -0.975 0.2930
C 1.410 -3.116 1.433 -0.8869
H 2.095 -2.830 2.226 0.2576
H 1.904 -3.371 0.499 0.2519
H 0.643 -3.823 1.732 0.2520
```

## Properties
Multiplicity ... 1
Total energy ... -33435.0821 eV
Total charge ... +2
Gap between HOMO and LUMO (spin up / spin down) ... 7.078 / 5.802 eV
ΔE to the lowest compared entry with this formula, charge and spin ... 89.8 kJ/mol

Density functional theory data (ωB97M-V/def2-TZVPD) for a 4-piece molecular cluster, C21H61N11O3P3 overall.

Structure (XYZ):
```
99
Properties=species:S:1:pos:R:3:mulliken_charge:R:1
N 8.479 0.491 4.556 -0.7264
C 8.647 -0.751 4.254 0.0342
C 7.620 -1.791 4.464 -0.4627
C 6.578 -1.737 3.311 -0.7434
N 5.931 -0.422 3.191 -0.3412
H 9.288 1.030 4.251 0.1887
H 9.577 -1.052 3.749 0.3945
H 7.155 -1.679 5.450 0.3078
H 8.101 -2.774 4.422 0.2330
H 7.150 -1.896 2.377 -0.2024
H 6.567 0.371 3.310 0.1666
H 5.191 -0.332 3.875 0.1184
O 4.127 1.555 -0.464 -0.8948
P 3.648 0.183 -0.749 0.3655
N 5.030 -0.720 -1.091 0.1167
C 5.099 -1.840 -1.994 -0.9672
C 6.121 -0.605 -0.120 -1.2187
N 2.555 0.385 -2.088 0.5526
C 2.868 -0.126 -3.404 -1.1862
C 1.999 1.734 -2.177 -1.3798
N 2.758 -1.010 0.013 0.5416
C 3.361 -1.594 1.225 -1.1852
C 1.430 -1.481 -0.319 -0.9461
H 4.299 -2.579 -1.833 0.2604
H 6.043 -2.364 -1.842 0.4081
H 5.075 -1.531 -3.042 0.2516
H 5.990 -1.316 0.698 0.4813
H 6.132 0.391 0.316 0.3189
H 7.096 -0.767 -0.588 0.4401
H 3.786 0.306 -3.831 0.3305
H 2.042 0.103 -4.083 0.3427
H 2.966 -1.213 -3.397 0.3329
H 2.691 2.436 -2.657 0.3500
H 1.756 2.129 -1.195 0.3658
H 1.068 1.706 -2.752 0.3989
H 3.874 -2.534 1.002 0.2913
H 2.596 -1.789 1.977 0.4747
H 4.099 -0.926 1.678 0.3472
H 1.466 -2.275 -1.075 0.2186
H 0.782 -0.686 -0.680 0.2521
H 0.950 -1.895 0.573 0.3544
O -0.892 3.722 -1.073 -0.8042
P -1.951 3.928 -0.059 0.1651
N -2.747 2.446 0.089 0.5486
C -4.138 2.261 0.466 -1.1354
C -1.907 1.259 0.194 -0.1308
N -2.930 5.205 -0.707 0.2726
C -4.288 4.976 -1.159 -1.0374
C -2.211 6.048 -1.655 -1.1590
N -2.021 4.445 1.529 0.3263
C -1.390 3.580 2.527 -1.0902
C -2.547 5.704 2.035 -0.9010
H -4.416 2.828 1.367 0.2828
H -4.324 1.209 0.682 0.4199
H -4.820 2.532 -0.337 0.2282
H -1.625 1.034 1.231 0.2312
H -0.993 1.388 -0.387 0.3447
H -2.434 0.393 -0.208 -0.5850
H -4.355 4.243 -1.976 0.2933
H -4.707 5.920 -1.517 0.3697
H -4.931 4.652 -0.342 0.3104
H -2.147 5.607 -2.656 0.3210
H -1.196 6.240 -1.313 0.3568
H -2.724 7.013 -1.724 0.3900
H -2.126 2.934 3.018 0.2803
H -0.886 4.171 3.291 0.4581
H -0.633 2.941 2.071 0.2893
H -3.625 5.634 2.211 0.2495
H -2.360 6.532 1.360 0.2808
H -2.065 5.944 2.985 0.3613
O -5.180 -1.149 -0.453 -0.8070
P -4.521 -2.437 -0.781 0.2824
N -3.723 -2.891 0.645 0.3881
C -2.498 -3.664 0.717 -0.7846
C -4.482 -2.806 1.883 -1.1966
N -3.473 -2.046 -2.092 0.3238
C -2.033 -2.043 -1.921 -1.1585
C -3.906 -0.877 -2.854 -1.0016
N -4.950 -3.944 -1.362 0.3559
C -5.817 -4.759 -0.512 -1.1708
C -4.643 -4.515 -2.668 -0.9060
H -2.525 -4.574 0.104 0.2880
H -2.335 -3.983 1.746 0.4464
H -1.626 -3.079 0.431 -0.0004
H -5.043 -3.726 2.098 0.3415
H -5.190 -1.979 1.830 0.3059
H -3.817 -2.610 2.726 0.4562
H -1.697 -1.336 -1.155 0.2703
H -1.546 -1.779 -2.863 0.4593
H -1.659 -3.035 -1.669 0.3347
H -3.635 0.071 -2.376 0.1616
H -4.985 -0.883 -2.995 0.3668
H -3.442 -0.916 -3.843 0.3827
H -5.239 -5.482 0.075 0.2850
H -6.545 -5.307 -1.110 0.4296
H -6.381 -4.136 0.184 0.3416
H -3.666 -5.004 -2.658 0.2479
H -4.649 -3.770 -3.456 0.3034
H -5.395 -5.265 -2.923 0.3328
```

## Properties
Multiplicity ... 1
Total energy ... -73166.1239 eV
Total charge ... -1
Gap between HOMO and LUMO ... 3.494 eV

Density functional theory data (ωB97M-V/def2-TZVPD) for C46H52BaFN6O3S3Sb as an isolated structure.

Structure (XYZ):
```
113
Properties=species:S:1:pos:R:3:mulliken_charge:R:1
Ba 0.219 0.165 0.169 1.0909
C -4.544 1.903 0.872 -1.5943
C -3.355 1.032 0.586 0.1927
N -2.185 1.298 1.029 0.7585
O -2.042 2.465 1.781 -0.5389
C -3.508 -0.174 -0.255 -0.3157
C -4.867 -0.685 -0.637 -1.6776
N -2.411 -0.766 -0.633 1.1428
O -2.452 -1.835 -1.373 -0.9050
H -4.728 2.568 0.024 0.2642
H -4.365 2.514 1.753 0.4292
H -5.441 1.302 1.013 0.3783
H -1.115 2.374 2.084 0.2685
H -5.483 -0.905 0.239 0.3432
H -4.725 -1.601 -1.206 0.3832
H -5.419 0.028 -1.257 0.3089
N 1.922 -0.560 -1.793 -0.0607
S 3.172 -0.076 -2.324 0.7843
N 3.159 0.644 -3.829 0.1105
S 2.852 2.095 -4.202 0.9834
N 1.895 3.058 -3.498 0.1126
S 0.401 2.737 -2.808 1.4242
N 0.358 2.274 -1.444 -0.7145
C -0.426 1.721 -4.041 0.4488
C -0.720 0.413 -3.685 -0.1082
C -1.403 -0.395 -4.586 -0.8500
C -1.772 0.101 -5.827 -0.7859
C -1.464 1.411 -6.177 -0.8920
C -0.795 2.229 -5.282 -0.2137
C -0.309 4.357 -3.084 0.2941
C 0.126 5.260 -4.043 -0.0701
C -0.516 6.485 -4.154 -0.8347
C -1.575 6.795 -3.310 -0.5289
C -1.990 5.888 -2.344 -0.7242
C -1.354 4.662 -2.224 -0.7484
C 2.410 1.943 -5.918 0.5687
C 2.357 3.108 -6.672 -0.7477
C 1.913 3.037 -7.981 -0.7528
C 1.519 1.815 -8.514 -0.5299
C 1.572 0.662 -7.744 -0.8022
C 2.024 0.718 -6.433 -0.2890
C 4.363 3.036 -4.222 0.3586
C 4.501 4.155 -3.420 -0.2431
C 5.729 4.803 -3.388 -0.8078
C 6.785 4.332 -4.153 -0.5508
C 6.628 3.208 -4.956 -0.7445
C 5.411 2.550 -4.991 -0.6661
C 4.358 -1.364 -2.706 0.2239
C 5.193 -1.375 -3.813 0.0145
C 6.035 -2.460 -4.012 -0.7849
C 6.032 -3.517 -3.111 -0.5490
C 5.182 -3.500 -2.014 -0.7754
C 4.333 -2.424 -1.809 -0.6678
C 4.146 1.081 -1.340 1.0974
C 5.491 1.271 -1.652 -0.3112
C 6.251 2.169 -0.925 -0.8527
C 5.668 2.884 0.113 -0.5918
C 4.332 2.687 0.423 -1.0181
C 3.557 1.781 -0.294 -0.4770
H -0.432 -0.013 -2.736 0.2760
H -1.666 -1.399 -4.282 0.5529
H -2.315 -0.529 -6.520 0.4226
H -1.760 1.803 -7.142 0.4641
H -0.578 3.255 -5.545 0.4141
H 0.963 5.012 -4.681 0.2603
H -0.185 7.200 -4.895 0.4427
H -2.070 7.753 -3.399 0.3806
H -2.804 6.137 -1.676 0.4435
H -1.638 3.947 -1.460 0.6672
H 2.663 4.053 -6.239 0.3052
H 1.873 3.933 -8.585 0.4496
H 1.166 1.764 -9.535 0.4103
H 1.254 -0.285 -8.159 0.4665
H 2.063 -0.163 -5.807 0.5152
H 3.664 4.494 -2.825 0.5505
H 5.856 5.672 -2.758 0.4677
H 7.739 4.842 -4.124 0.4154
H 7.454 2.847 -5.555 0.4535
H 5.272 1.671 -5.609 0.2898
H 5.171 -0.552 -4.514 0.2619
H 6.687 -2.483 -4.875 0.4458
H 6.689 -4.362 -3.272 0.3883
H 5.169 -4.331 -1.322 0.4496
H 3.631 -2.409 -0.982 0.5443
H 5.947 0.709 -2.456 0.3789
H 7.297 2.306 -1.170 0.4629
H 6.258 3.586 0.689 0.4284
H 3.869 3.222 1.242 0.5633
H 2.526 1.704 0.030 0.0810
F 0.764 1.501 2.100 -0.9318
C 0.322 -3.513 -1.683 -0.3059
C 0.272 -3.445 -0.184 0.8840
C -0.908 -4.107 0.469 -0.8543
O 1.117 -2.861 0.474 -0.4902
H 0.460 -4.553 -1.988 0.5069
H 1.124 -2.887 -2.069 -0.2893
H -0.645 -3.167 -2.059 0.0616
H -1.173 -5.035 -0.040 0.4241
H -1.757 -3.428 0.334 0.0569
H -0.714 -4.283 1.525 0.1297
C -0.505 0.095 4.899 -1.2870
Sb -0.844 -1.409 3.420 0.5252
C -2.820 -1.908 4.106 -1.3757
C 0.165 -2.990 4.474 -1.3639
H -0.616 -0.319 5.902 0.4540
H -1.227 0.897 4.751 0.3447
H 0.491 0.512 4.760 0.3329
H -2.823 -2.089 5.181 0.3968
H -3.193 -2.793 3.590 0.3741
H -3.483 -1.073 3.880 0.3720
H -0.190 -3.053 5.503 0.3829
H 1.236 -2.784 4.475 0.3870
H 0.002 -3.947 3.979 0.3565
```

## Properties
Multiplicity ... 1
Total energy ... -106075.4795 eV
Gap between HOMO and LUMO ... 5.994 eV
ΔE to the lowest compared entry with this formula, charge and spin ... 18.5 kJ/mol

total energy of number 4 (C21H61N11O3P3)? -73166.1239 eV